1.
A 2-piece molecular cluster, C7H14N3 overall, computed with ωB97M-V/def2-TZVPD.

```
24
Properties=species:S:1:pos:R:3:forces:R:3
C 0.839 -2.489 -0.517 -0.793 0.334 0.199
C -0.299 -2.118 -0.566 -0.044 -1.013 -0.589
C 1.677 0.441 -0.143 1.564 0.190 0.271
C 2.280 -0.474 0.612 1.179 0.662 0.212
C -0.694 0.506 0.636 -1.957 -1.833 -0.895
C -0.414 0.016 1.980 -0.386 0.685 0.668
C -2.179 0.710 -1.298 -1.799 0.790 -1.402
N 0.275 0.685 -0.204 0.730 0.306 -0.516
N 2.283 1.245 -1.107 1.556 -1.704 -2.351
N -1.954 0.420 0.118 2.452 1.275 -0.544
H 1.847 -2.593 -0.288 0.970 -0.650 -0.187
H -1.330 -2.072 -0.774 -0.526 0.198 0.026
H 1.707 -1.065 1.256 -0.676 -0.753 0.706
H 3.374 -0.692 0.720 -1.121 0.791 -0.661
H 0.535 0.416 2.262 0.692 0.205 0.396
H -0.280 -1.086 1.878 -0.746 0.722 0.631
H -1.147 0.486 2.665 0.124 -1.186 -0.063
H -1.443 0.391 -2.085 -0.255 0.021 1.346
H -3.067 0.120 -1.536 -0.017 0.152 -0.228
H -2.471 1.790 -1.554 0.659 -1.343 0.768
H 0.034 0.865 -1.162 -0.064 0.336 -0.252
H 3.082 0.866 -1.709 -1.706 0.494 1.708
H 2.447 2.182 -0.871 0.104 1.370 0.413
H -2.768 0.403 0.704 0.058 -0.049 0.342
```
Positions in Å, forces in eV/Å.

## Properties
ΔE to the lowest compared entry with this formula, charge and spin   4.319 eV
E_tot   -11946.6007 eV
E_HOMO   -12.82 eV
Total charge   +1


2.
The molecule C4H6S, computed with ωB97M-V/def2-TZVPD.

```
11
Properties=species:S:1:pos:R:3:forces:R:3
C -0.670 1.321 -0.777 0.025 -1.450 3.765
C -0.736 0.323 1.162 -1.347 1.319 -6.985
C 0.132 0.129 -1.094 2.049 1.832 -1.059
C -0.023 -0.558 0.255 -0.191 -2.246 -0.108
S 1.301 -1.565 0.967 1.346 -0.019 0.416
H -1.367 1.792 -1.431 -0.635 0.432 -0.131
H -0.279 0.798 1.902 1.555 2.130 3.527
H -0.157 -0.232 -2.121 0.227 -0.763 1.249
H 1.255 0.438 -1.210 -1.671 -0.489 0.234
H -0.659 -1.394 0.148 -1.504 -0.769 -0.918
H 1.202 -1.051 2.199 0.145 0.024 0.011
```
Positions in Å, forces in eV/Å.

## Properties
ΔE to the lowest compared entry with this formula, charge and spin   7.291 eV
E_tot   -15072.5020 eV
E_HOMO (alpha / beta)   -8.40 / -8.76 eV


3.
C18H40P2SiW as an isolated structure, computed with ωB97M-V/def2-TZVPD.

```
62
Properties=species:S:1:pos:R:3:forces:R:3
P -0.401 -2.117 0.703 -1.388 -0.494 -0.464
P -0.625 1.711 1.105 1.058 -0.804 -2.317
C -1.444 -0.789 -0.526 -2.193 0.318 2.063
C -1.199 0.738 -0.568 3.109 -0.944 2.003
H -2.427 -0.924 -0.032 0.003 -0.521 0.337
H -1.542 -1.274 -1.525 0.183 0.513 1.245
H 0.008 1.136 -1.192 -3.477 2.817 0.516
H -2.041 1.421 -1.024 2.116 -1.808 0.410
C -2.327 2.116 1.145 -1.374 0.860 1.367
H -2.645 2.699 1.965 -0.572 0.685 1.002
H -2.887 1.201 1.100 -0.405 -0.445 0.282
H -2.581 2.666 0.262 0.016 0.468 -0.448
C 0.196 3.346 0.570 -0.162 -0.784 0.080
H -0.474 3.790 -0.183 0.303 -0.072 0.241
H 1.219 3.234 0.154 -0.696 -0.178 0.294
H 0.245 4.010 1.450 -0.122 -0.247 -0.344
C -1.303 -3.657 0.132 0.837 0.132 0.226
H -1.116 -4.390 0.933 -0.252 0.106 -0.379
H -0.853 -4.052 -0.803 -0.333 0.353 0.478
H -2.390 -3.508 0.004 0.585 0.115 0.125
C 1.370 -2.503 0.396 -0.709 -0.586 0.921
H 2.161 -1.796 0.784 -0.938 -0.772 -0.484
H 1.539 -2.981 -0.575 0.008 0.322 0.715
H 1.206 -3.353 1.083 1.303 -0.035 0.116
W 0.951 -0.078 -1.337 -1.928 0.033 3.149
C 1.190 1.180 -2.891 1.096 0.585 -2.463
C -0.257 1.078 -2.872 2.208 1.377 -0.941
C -1.155 0.258 -3.759 -0.190 0.077 -0.212
C -0.687 -1.147 -4.103 -0.245 -0.780 0.003
C -0.044 -1.811 -2.878 2.657 0.593 -0.626
C 1.361 -1.572 -2.510 -0.929 -3.414 -3.630
C 2.336 -0.926 -3.481 1.041 0.369 -0.758
C 1.995 0.509 -4.002 0.523 -0.062 -0.360
C -0.474 -2.279 2.714 -0.542 0.418 -2.835
H 1.709 1.974 -2.302 -0.626 0.186 -1.064
H -0.748 2.047 -2.672 0.196 -0.577 0.428
H -1.436 0.837 -4.660 0.110 -0.156 0.347
H -2.072 0.131 -3.172 -0.201 0.160 -0.228
H -1.604 -1.750 -4.353 0.975 0.551 -0.005
H -0.012 -1.181 -4.991 -0.404 0.024 0.615
H -0.433 -2.831 -2.737 0.069 0.569 0.880
H 1.841 -2.347 -1.909 0.073 0.005 -0.804
H 2.416 -1.637 -4.311 0.471 0.136 0.017
H 3.301 -0.876 -2.948 -0.035 -0.111 -0.471
H 2.959 1.081 -4.184 -1.229 -0.783 -0.043
H 1.400 0.446 -4.955 0.758 0.263 0.884
H 0.236 -1.519 2.955 0.233 0.169 0.241
H -0.127 -3.254 3.128 -0.568 0.461 -0.837
H -1.506 -1.969 2.957 0.624 -0.420 0.213
C 2.220 1.995 3.637 0.132 0.068 -0.835
Si 0.515 1.334 3.359 -1.024 -1.496 2.116
C 0.246 -0.185 4.668 -0.105 0.335 -1.154
C -0.806 2.452 3.993 0.071 0.375 -0.369
H 2.969 1.260 3.933 -0.215 -0.128 -0.109
H 2.114 2.719 4.447 -0.058 0.067 -0.017
H 2.583 2.511 2.753 0.272 0.265 -0.002
H -0.101 0.443 5.506 0.302 -0.381 -0.136
H -0.579 -0.884 4.378 0.831 1.046 0.943
H 1.174 -0.750 4.948 -0.862 0.522 -0.363
H -0.745 2.571 5.076 0.069 0.131 -0.103
H -0.639 3.408 3.490 -0.513 0.291 0.301
H -1.783 2.040 3.728 0.063 0.232 0.242
```
Positions in Å, forces in eV/Å.

## Properties
ΔE to the lowest compared entry with this formula, charge and spin   9.706 eV
E_tot   -47566.6708 eV
E_HOMO (alpha / beta)   -11.88 / -12.44 eV
Multiplicity   3
Total charge   +2


4.
C41H90BBrClIN5O13P2S as an isolated structure, computed with ωB97M-V/def2-TZVPD.

```
156
Properties=species:S:1:pos:R:3:forces:R:3
C 2.718 -2.272 0.584 0.370 0.065 -0.494
C 1.914 -0.989 0.529 0.617 -0.923 0.335
O 0.529 -1.271 0.249 0.260 0.573 -0.975
P -0.449 -0.086 0.624 -0.578 -0.832 0.532
O -0.892 -0.213 1.999 -0.655 0.194 1.634
C -1.867 -0.204 -0.477 0.672 0.179 -1.220
C -2.040 0.997 -1.423 -0.032 -0.313 0.123
C -3.484 1.392 -1.695 0.282 -0.436 -0.394
C -4.330 1.633 -0.518 1.361 1.046 0.929
N -5.579 1.419 -0.436 -1.412 0.104 -1.031
C -6.378 0.842 -1.544 0.068 -0.036 -0.508
C -6.606 1.604 -2.875 0.406 0.182 0.255
C -6.271 3.072 -3.015 0.689 0.097 -0.102
Cl -7.505 4.020 -3.843 -0.386 0.079 -0.082
C -6.221 1.732 0.884 -0.248 -0.728 -0.521
C -6.863 0.389 1.332 -0.035 0.257 0.652
C -7.528 0.405 2.721 -0.196 -0.789 -0.275
C -9.005 -0.002 2.687 0.481 -0.421 0.544
I -9.301 -1.839 3.785 -0.133 0.141 -0.134
B -7.483 2.692 0.758 0.465 0.879 0.368
O -8.078 3.281 1.848 -0.175 -0.815 0.525
O -8.025 2.888 -0.447 -0.333 -0.579 -1.025
C -5.022 2.158 1.704 1.791 -0.325 1.509
S -5.156 3.689 2.673 -0.227 0.706 -0.029
P -4.478 0.943 3.073 -1.316 0.185 1.253
O -4.026 -0.318 2.141 0.474 0.219 -0.132
Br -2.640 1.894 3.965 0.054 -0.268 -0.575
C -3.771 2.219 0.756 -0.875 0.334 0.090
C -3.112 3.589 0.693 -0.117 0.182 -1.463
C -3.934 4.680 0.005 0.672 -0.426 0.535
N -3.387 5.985 0.392 -1.173 -0.045 -0.066
C -4.406 6.937 0.877 0.525 0.300 1.218
C -3.936 7.547 2.205 0.149 0.281 -0.561
C -2.612 6.543 -0.665 1.038 -0.768 0.665
C -1.140 6.306 -0.570 0.047 0.228 -0.361
O -3.089 7.129 -1.574 -0.900 1.115 -1.331
O 0.329 1.261 0.344 -0.169 0.158 -0.159
C 0.489 2.154 1.494 0.908 0.303 -0.948
C 1.466 3.231 1.068 -0.312 -0.167 0.134
H 2.142 -3.166 0.415 -0.433 -0.193 0.121
H 3.460 -2.240 -0.197 0.301 -0.121 -0.401
H 3.281 -2.360 1.495 0.012 -0.105 0.607
H 2.337 -0.353 -0.225 -0.170 0.450 -0.488
H 2.026 -0.490 1.477 -0.312 0.327 0.441
H -1.662 -1.065 -1.096 -0.069 -0.467 -0.179
H -2.760 -0.439 0.077 -0.125 0.043 0.589
H -1.442 1.838 -1.130 0.132 0.476 0.400
H -1.633 0.702 -2.374 0.189 0.043 -0.519
H -3.472 2.283 -2.308 -0.165 0.540 -0.154
H -3.899 0.630 -2.334 -0.527 -0.357 -0.201
H -5.885 -0.070 -1.826 0.332 -0.544 0.088
H -7.332 0.539 -1.171 -0.328 0.135 0.434
H -6.002 1.116 -3.619 0.123 -0.407 -0.357
H -7.625 1.469 -3.182 -0.563 -0.223 0.101
H -5.389 3.132 -3.628 0.327 0.318 -0.377
H -6.036 3.591 -2.111 -0.126 0.169 0.784
H -6.093 -0.366 1.310 0.217 -0.230 -0.076
H -7.610 0.063 0.629 -0.278 0.067 -0.410
H -7.380 1.314 3.276 -0.023 0.479 0.052
H -7.035 -0.356 3.292 0.456 -0.174 0.421
H -9.351 -0.234 1.698 -0.307 0.088 -0.372
H -9.636 0.703 3.190 -0.460 0.352 0.062
H -8.937 2.863 1.990 -0.231 0.453 0.257
H -8.910 3.260 -0.375 0.021 0.394 -0.277
H -6.200 3.396 3.451 -0.125 -0.328 -0.063
H -3.745 -1.026 2.735 0.255 -0.243 -0.196
H -2.992 1.574 1.141 0.193 -0.493 -0.084
H -2.809 3.917 1.669 -0.077 -0.008 0.614
H -2.195 3.522 0.129 0.556 -0.284 -0.142
H -3.910 4.507 -1.065 0.013 0.137 -0.531
H -4.964 4.569 0.307 -0.358 0.400 0.052
H -5.340 6.444 1.083 -0.365 -0.412 -0.340
H -4.559 7.751 0.186 -0.281 -0.020 -0.539
H -4.749 7.725 2.888 -0.313 0.089 0.245
H -3.444 8.489 2.010 0.149 0.398 0.092
H -3.200 6.916 2.666 0.184 -0.469 0.357
H -0.755 6.588 0.394 0.092 -0.099 0.494
H -0.930 5.266 -0.773 0.131 -0.499 0.162
H -0.648 6.885 -1.333 0.175 0.193 -0.279
H 0.899 1.596 2.315 -0.217 -0.353 0.422
H -0.468 2.581 1.723 -0.488 -0.057 0.408
H 2.005 2.913 0.195 0.259 -0.153 -0.434
H 2.193 3.402 1.844 0.193 0.303 0.324
H 0.936 4.140 0.836 0.018 0.475 -0.097
C -2.869 4.059 -6.294 -0.117 -0.467 -0.087
O -4.231 3.666 -6.258 0.159 0.235 0.126
C -5.109 4.552 -6.961 -0.387 -0.182 0.077
C -5.645 3.878 -8.202 0.242 -0.144 -0.123
N -4.601 3.710 -9.204 -0.152 -0.053 0.058
C -4.981 2.866 -10.333 0.272 0.119 -0.004
C -5.278 1.397 -10.057 -0.196 -0.047 -0.278
O -4.153 0.642 -9.645 -0.086 0.036 0.142
C -3.876 0.672 -8.262 0.201 -0.115 -0.116
H -2.318 3.401 -5.618 -0.060 0.009 -0.041
H -2.449 3.946 -7.299 0.067 0.129 0.058
H -2.744 5.082 -5.962 0.061 0.335 0.056
H -4.625 5.501 -7.204 0.172 -0.075 -0.024
H -5.952 4.768 -6.299 0.060 0.018 0.068
H -6.449 4.488 -8.622 -0.020 -0.020 -0.027
H -6.071 2.911 -7.894 -0.165 0.105 0.079
H -3.786 3.306 -8.763 0.027 0.014 -0.021
H -4.156 2.906 -11.047 -0.039 -0.031 -0.063
H -5.848 3.314 -10.829 -0.044 -0.016 0.040
H -5.602 0.951 -11.000 0.030 -0.022 -0.011
H -6.111 1.261 -9.357 0.086 0.042 0.123
H -4.785 0.774 -7.662 -0.012 0.078 -0.006
H -3.178 1.478 -8.012 -0.091 0.042 0.130
H -3.391 -0.270 -8.000 -0.026 -0.019 -0.037
C 3.888 -4.331 3.630 0.128 0.103 -0.003
O 4.374 -3.075 4.063 -0.137 -0.160 -0.071
C 3.831 -2.639 5.305 0.009 0.391 0.010
C 4.884 -2.637 6.390 0.175 -0.241 -0.087
N 5.264 -3.994 6.758 0.008 0.130 0.013
C 6.432 -4.075 7.631 -0.129 -0.226 -0.054
C 7.772 -3.602 7.078 0.153 0.046 0.263
O 8.281 -4.401 6.031 -0.041 0.164 -0.085
C 7.821 -4.071 4.731 0.139 -0.166 0.001
H 4.258 -4.494 2.618 0.026 0.024 -0.004
H 4.254 -5.144 4.264 -0.138 -0.056 0.007
H 2.794 -4.341 3.610 -0.008 -0.088 0.027
H 2.966 -3.241 5.597 0.057 -0.123 -0.013
H 3.485 -1.612 5.157 -0.026 -0.008 0.007
H 4.487 -2.127 7.272 0.022 0.008 0.014
H 5.742 -2.061 6.016 -0.093 0.162 0.027
H 5.458 -4.519 5.916 0.004 -0.021 -0.015
H 6.545 -5.126 7.908 0.049 0.007 0.055
H 6.216 -3.528 8.554 0.004 0.057 -0.021
H 8.499 -3.680 7.891 0.009 -0.020 0.002
H 7.756 -2.544 6.788 -0.092 -0.026 -0.117
H 7.614 -3.002 4.625 -0.105 -0.001 0.090
H 6.927 -4.651 4.478 -0.078 0.148 -0.088
H 8.596 -4.350 4.021 -0.030 -0.032 0.077
C 14.064 -7.718 1.435 -0.042 0.135 -0.023
O 13.376 -6.975 0.446 0.041 -0.175 0.147
C 12.661 -7.774 -0.487 0.007 0.215 -0.321
C 11.168 -7.599 -0.317 -0.013 0.019 0.280
N 10.705 -8.202 0.926 -0.058 0.116 -0.118
C 9.325 -7.877 1.272 0.160 -0.185 0.182
C 8.990 -6.422 1.580 -0.373 -0.017 -0.051
O 9.588 -5.924 2.762 0.196 0.003 -0.274
C 10.902 -5.417 2.603 -0.023 -0.010 0.312
H 14.680 -7.021 1.999 -0.008 0.040 -0.023
H 13.370 -8.206 2.129 0.066 -0.114 -0.014
H 14.714 -8.471 0.982 -0.013 -0.050 0.038
H 12.945 -8.827 -0.416 -0.027 -0.019 0.129
H 12.938 -7.423 -1.486 0.012 -0.025 -0.008
H 10.653 -8.073 -1.157 -0.029 0.006 0.003
H 10.959 -6.521 -0.349 0.025 0.002 -0.187
H 11.305 -7.898 1.681 0.037 -0.039 0.017
H 9.076 -8.465 2.159 -0.083 0.018 0.002
H 8.671 -8.228 0.468 0.007 0.051 -0.043
H 7.911 -6.370 1.751 -0.002 -0.003 0.035
H 9.194 -5.755 0.733 0.162 -0.018 0.016
H 11.058 -4.979 1.614 0.003 -0.067 -0.044
H 11.650 -6.191 2.787 0.080 0.035 -0.134
H 11.050 -4.640 3.355 -0.055 0.014 0.000
```
Positions in Å, forces in eV/Å.

## Properties
E_tot   -198793.9601 eV
E_HOMO   -9.58 eV
Total charge   +1


5.
An isolated ion of composition C22H36NO3 and charge +1, computed with ωB97M-V/def2-TZVPD.

```
62
Properties=species:S:1:pos:R:3:forces:R:3
C 7.212 0.392 -0.763 0.161 -0.030 -0.198
O 6.343 0.605 0.326 -0.175 0.057 0.278
C 5.177 -0.079 0.377 -0.178 -0.113 -0.054
C 4.387 0.144 1.511 0.107 -0.012 -0.141
C 3.176 -0.490 1.657 -0.037 -0.195 -0.124
C 2.720 -1.368 0.674 -0.019 0.075 -0.016
O 1.468 -1.922 0.904 0.209 -0.040 0.158
C 0.847 -2.618 -0.144 -0.196 -0.007 -0.163
C -0.644 -2.807 0.211 0.497 0.292 0.367
O -1.400 -3.012 -0.967 -0.087 -0.106 -0.066
C -1.281 -1.590 0.907 0.051 -0.800 0.304
N -1.520 -0.501 -0.072 0.078 -0.226 -0.485
C -0.372 0.472 -0.154 0.293 0.570 -0.174
C -0.255 1.056 -1.559 0.185 -0.147 0.032
C 1.049 1.851 -1.657 -0.188 0.193 -0.001
C 1.073 2.960 -0.611 0.220 -0.191 0.057
C 0.899 2.380 0.788 -0.174 0.166 -0.131
C -0.406 1.585 0.887 0.221 -0.217 0.117
C -2.893 0.123 -0.018 -0.619 0.044 0.090
C -3.876 -0.744 -0.804 -0.018 0.255 -0.168
C -5.221 -0.025 -0.919 -0.023 -0.195 0.208
C -5.775 0.308 0.462 0.046 0.274 -0.160
C -4.769 1.135 1.255 -0.078 -0.283 0.065
C -3.441 0.382 1.383 0.121 0.292 -0.034
C 3.497 -1.603 -0.445 -0.418 -0.158 0.147
C 4.720 -0.962 -0.593 0.376 0.262 0.042
H 6.750 0.690 -1.709 0.003 -0.021 0.036
H 7.531 -0.653 -0.823 -0.026 0.027 0.002
H 8.079 1.022 -0.573 -0.046 -0.066 -0.062
H 4.752 0.821 2.265 0.047 0.093 0.118
H 2.571 -0.332 2.536 -0.078 0.045 0.130
H 1.313 -3.601 -0.295 -0.028 0.102 -0.061
H 0.920 -2.058 -1.090 -0.021 -0.031 0.088
H -0.741 -3.656 0.899 -0.057 0.147 -0.037
H -1.201 -3.873 -1.348 -0.021 -0.003 -0.061
H -2.238 -1.917 1.308 0.046 0.090 -0.053
H -0.644 -1.248 1.721 -0.114 0.095 -0.081
H -1.525 -1.008 -0.972 0.028 0.240 0.118
H 0.529 -0.110 0.042 -0.129 -0.125 -0.021
H -0.256 0.257 -2.305 -0.062 -0.059 -0.038
H -1.091 1.723 -1.777 -0.119 -0.007 -0.016
H 1.142 2.276 -2.656 0.041 -0.067 -0.039
H 1.897 1.181 -1.495 0.068 -0.064 -0.038
H 2.018 3.498 -0.669 -0.006 0.097 -0.024
H 0.271 3.673 -0.816 -0.033 0.096 -0.021
H 0.886 3.183 1.524 0.030 -0.038 0.077
H 1.744 1.727 1.019 0.030 0.002 0.045
H -1.242 2.262 0.710 -0.150 -0.014 0.019
H -0.494 1.168 1.891 -0.103 -0.001 0.070
H -2.801 1.083 -0.533 0.115 -0.076 0.012
H -4.019 -1.702 -0.303 0.073 -0.109 0.030
H -3.487 -0.945 -1.806 0.072 -0.072 -0.017
H -5.923 -0.657 -1.461 0.020 0.028 -0.089
H -5.092 0.895 -1.492 -0.016 0.041 -0.081
H -6.707 0.862 0.359 -0.075 -0.048 0.040
H -5.994 -0.615 1.001 -0.059 -0.058 0.050
H -5.160 1.342 2.251 0.045 0.082 0.015
H -4.605 2.093 0.758 0.010 0.103 0.010
H -3.639 -0.554 1.905 0.059 -0.081 0.020
H -2.746 0.966 1.983 0.070 -0.041 0.049
H 3.185 -2.294 -1.213 -0.060 -0.072 -0.065
H 5.304 -1.171 -1.474 0.091 0.009 -0.074
```
Positions in Å, forces in eV/Å.

## Properties
ΔE to the lowest compared entry with this formula, charge and spin   0.490 eV
E_tot   -31025.3879 eV
E_HOMO   -10.62 eV
Total charge   +1
Structure (SMILES)   COc1ccc(OC[C@H](O)C[NH+](C2CCCCC2)C2CCCCC2)cc1